Record 1
Below is C22H49CaN2O10S3 as an isolated structure at a distorted geometry, with properties calculated with the ωB97M-V functional and the def2-TZVPD basis.

CARTESIAN COORDINATES (ANGSTROEM)
Ca 3.699 -0.749 -0.069
C -0.575 -1.059 -0.560
C 0.936 -1.108 -0.437
O 1.791 -1.276 -1.365
O 1.335 -0.913 0.730
H -0.816 -2.057 -0.195
H -0.917 -1.080 -1.595
H -0.917 -0.093 -0.188
C 2.104 2.457 -0.603
C 3.618 2.443 -0.339
C 3.959 2.332 1.190
O 3.333 1.183 1.669
C 3.448 1.008 3.077
N 4.175 1.308 -1.110
H 1.589 3.023 0.174
H 1.864 1.416 -0.386
H 1.788 2.825 -1.578
H 4.175 3.326 -0.653
H 3.707 3.308 1.604
H 5.026 2.267 1.406
H 4.486 1.157 3.372
H 2.930 0.110 3.412
H 2.938 1.873 3.502
H 3.940 1.642 -2.033
H 5.173 1.443 -1.028
C -0.816 1.114 -3.801
C -1.223 2.056 -2.631
C -1.065 3.512 -3.068
O 0.305 3.764 -3.309
C 0.641 5.145 -3.190
N -2.488 1.611 -2.096
H -0.633 0.044 -3.700
H 0.076 1.353 -4.381
H -1.560 1.237 -4.588
H -0.493 1.941 -1.830
H -1.322 4.053 -2.157
H -1.788 3.724 -3.856
H 1.722 5.237 -3.299
H 0.426 5.569 -2.209
H 0.151 5.819 -3.892
H -2.938 1.250 -2.924
H -2.522 0.824 -1.463
C 0.493 -5.266 -0.444
C 0.120 -6.750 -0.774
C 0.704 -7.093 -2.137
S 2.338 -6.346 -1.970
O 2.881 -6.351 -3.292
O 3.033 -7.041 -0.910
C 1.554 -4.766 -1.380
H 0.829 -5.163 0.588
H -0.334 -4.556 -0.459
H -0.969 -6.806 -0.750
H 0.527 -7.372 0.023
H 0.103 -6.686 -2.950
H 0.751 -8.162 -2.345
H 1.107 -4.344 -2.280
H 2.253 -3.952 -1.189
C -4.087 -0.968 1.618
C -2.926 -1.150 2.671
C -2.244 -2.452 2.536
S -3.399 -3.603 1.850
O -4.353 -4.081 2.774
O -2.508 -4.493 1.118
C -4.189 -2.368 0.814
H -3.836 -0.136 0.960
H -4.916 -0.659 2.254
H -3.281 -1.181 3.701
H -2.158 -0.388 2.535
H -1.808 -3.011 3.363
H -1.403 -2.372 1.847
H -5.153 -2.748 0.475
H -3.480 -2.347 -0.014
C -0.485 2.395 3.276
C -0.889 2.115 1.839
C -1.336 3.424 1.085
S -0.979 4.853 2.250
O -2.078 5.810 1.979
O 0.374 5.360 2.261
C -1.280 3.767 3.688
H 0.592 2.472 3.427
H -0.778 1.615 3.979
H -1.680 1.410 1.584
H 0.032 1.761 1.377
H -2.418 3.345 0.986
H -0.778 3.566 0.159
H -2.348 3.554 3.656
H -0.856 4.134 4.623

Computed properties:
2S+1: 2
Lowest unoccupied orbital energy (spin up / spin down) (eV): 0.15 / 0.07
Expectation value of S²: 0.7503

Here are the Löwdin charges for atoms 1 to 2, given in e: Ca 1.02; C 0.01

=====

Record 2
Below is C3H8OSi in the gas phase at a distorted geometry, with properties calculated with the ωB97M-V functional and the def2-TZVPD basis.

CARTESIAN COORDINATES (ANGSTROEM)
C 0.816 1.161 0.241
C -0.235 0.096 0.525
C 0.324 -1.363 0.281
Si -1.454 0.198 -0.991
O -2.530 -0.878 -1.016
H 0.794 1.426 -0.810
H 1.866 0.910 0.548
H 0.599 2.001 0.889
H -0.510 0.221 1.556
H 0.609 -1.534 -0.761
H -0.522 -2.020 0.330
H 1.173 -1.458 1.017
H -0.930 1.240 -1.812

Computed properties:
2S+1: 1
Lowest unoccupied orbital energy (eV): -0.04
Structure (SMILES): CC(C)[SiH]=O
Energy above the lowest of the compared OMol25 structures with the same formula, charge and spin (kJ/mol): 116.1

Here are the Löwdin charges for atoms 1 to 2, given in e: C -0.19; C -0.47

=====

Record 3
Below is a 21-piece molecular cluster, C18H69ClO22 overall at a distorted geometry, with properties calculated with the ωB97M-V functional and the def2-TZVPD basis.

CARTESIAN COORDINATES (ANGSTROEM)
Cl -3.035 3.514 -6.547
O -2.309 0.900 -1.765
O -3.720 1.906 -3.777
C -0.299 2.038 -0.875
C -0.382 -0.320 -1.078
C 0.855 1.924 -0.202
C 0.842 -0.416 -0.535
C -1.058 0.917 -1.186
C 1.510 0.690 0.005
C 3.821 -0.251 0.080
C 3.305 1.936 1.282
C 3.101 0.649 4.516
C 2.313 -1.584 4.365
C 4.465 -1.053 3.197
C -3.887 2.050 -6.086
C -4.662 2.215 -4.834
C -3.176 2.014 -1.510
C -4.324 2.015 -2.492
C 2.297 -0.227 2.173
C 2.759 0.562 0.866
C 3.036 -0.515 3.537
H -0.700 3.083 -1.031
H -0.870 -1.235 -1.406
H 1.364 2.889 0.074
H 1.252 -1.407 -0.403
H 4.000 0.103 -0.903
H 4.812 -0.284 0.501
H 3.611 -1.363 -0.009
H 3.456 2.588 0.423
H 2.742 2.585 1.975
H 4.332 1.800 1.737
H 2.079 0.904 4.894
H 3.488 1.581 4.147
H 3.744 0.316 5.404
H 2.683 -1.644 5.428
H 1.265 -1.227 4.471
H 2.394 -2.505 3.855
H 4.978 -1.370 4.092
H 4.375 -1.828 2.493
H 5.103 -0.235 2.753
H -3.198 1.197 -5.973
H -4.498 1.756 -6.924
H -5.514 1.613 -4.822
H -4.917 3.215 -4.738
H -2.748 2.961 -1.535
H -3.586 2.008 -0.485
H -4.815 2.926 -2.356
H -5.050 1.186 -2.328
H 2.060 -1.218 1.737
H 1.373 0.238 2.581
O -2.051 -0.491 -4.207
H -1.729 0.201 -3.543
H -1.296 -1.144 -4.373
O -2.622 -1.286 -6.795
H -2.113 -0.733 -6.117
H -3.496 -1.574 -6.375
O -5.465 -0.085 -8.763
H -5.530 -0.890 -8.154
H -5.352 -0.417 -9.712
O 3.244 -5.041 2.977
H 2.861 -5.915 3.316
H 3.843 -4.659 3.698
O 0.224 -3.917 4.824
H -0.061 -3.561 3.920
H 0.379 -4.913 4.735
O 4.145 -0.530 -3.650
H 3.897 0.304 -3.134
H 4.807 -1.058 -3.097
O -6.943 -0.157 -3.439
H -7.413 -1.036 -3.611
H -7.462 0.345 -2.730
O -5.673 0.222 0.000
H -6.609 -0.119 -0.176
H -5.039 -0.262 -0.623
O -4.073 -1.259 -1.417
H -3.424 -0.580 -1.794
H -4.403 -1.837 -2.180
O 4.352 -2.807 7.225
H 4.417 -2.059 7.903
H 3.376 -2.938 6.993
O -1.455 5.362 -1.513
H -2.452 5.348 -1.339
H -0.993 5.679 -0.670
O 0.874 3.475 4.623
H 1.239 4.379 4.350
H 0.888 3.422 5.634
O 1.602 -3.175 7.135
H 1.152 -2.432 7.654
H 1.199 -3.200 6.207
O 5.163 -4.052 4.773
H 5.960 -3.686 4.269
H 5.037 -3.497 5.610
O -4.795 -1.150 -4.862
H -3.856 -0.967 -4.532
H -5.435 -0.576 -4.329
O -4.792 5.951 -4.274
H -5.346 6.632 -4.776
H -5.370 5.549 -3.548
O 4.568 -3.760 -0.245
H 4.906 -4.714 -0.231
H 3.829 -3.678 0.441
O 2.092 -3.892 0.990
H 2.595 -4.355 1.735
H 1.152 -3.703 1.313
O -3.520 4.004 1.199
H -2.609 4.056 1.636
H -3.545 4.675 0.441
O 7.653 -0.427 2.254
H 6.753 0.007 2.416
H 8.046 -0.683 3.151

Computed properties:
2S+1: 1
Lowest unoccupied orbital energy (eV): -0.23
Energy above the lowest of the compared OMol25 structures with the same formula, charge and spin (kJ/mol): 7.2

Here are the Löwdin charges for atoms 1 to 2, given in e: Cl 0.60; O -0.10

=====

Record 4
Below is C4H12N2OS as an isolated structure at a distorted geometry, with properties calculated with the ωB97M-V functional and the def2-TZVPD basis.

CARTESIAN COORDINATES (ANGSTROEM)
C 1.036 -0.767 -0.289
N 0.967 -1.069 -1.646
C -0.165 -0.305 -2.402
O -0.776 0.586 -1.700
C 1.536 0.677 -0.030
C -2.189 0.562 0.795
S -0.940 -0.318 1.708
N 1.749 0.866 1.358
H 1.758 -1.457 0.170
H -0.005 -0.791 0.278
H 0.764 -2.049 -1.773
H 0.296 0.017 -3.358
H -0.767 -1.185 -2.751
H -2.412 1.437 1.405
H 2.448 0.788 -0.588
H -1.974 0.843 -0.246
H -3.119 0.012 0.930
H 0.844 0.656 1.827
H 0.797 1.314 -0.397
H 2.462 0.253 1.740

Computed properties:
2S+1: 1
Lowest unoccupied orbital energy (eV): -2.69
Energy above the lowest of the compared OMol25 structures with the same formula, charge and spin (kJ/mol): 562.4

Here are the Löwdin charges for atoms 1 to 2, given in e: C -0.26; N 0.05

=====

Record 5
Below is C31H45CaN6S2Sb2 as an isolated structure at a distorted geometry, with properties calculated with the ωB97M-V functional and the def2-TZVPD basis.

CARTESIAN COORDINATES (ANGSTROEM)
Ca -1.205 -0.232 0.588
C 1.813 1.400 -1.178
Sb 1.145 -0.549 -1.773
C 3.106 -1.331 -2.004
C 0.782 -0.172 -3.885
C 0.951 1.269 -4.271
C 2.225 1.721 -4.613
C 2.471 3.047 -4.924
C 1.420 3.954 -4.910
C 0.146 3.513 -4.595
C -0.115 2.180 -4.272
C -1.533 1.784 -3.946
Sb -1.993 1.743 -1.839
C -4.085 2.021 -2.104
C -1.491 3.773 -1.455
H 2.600 1.724 -1.857
H 2.202 1.319 -0.163
H 1.015 2.142 -1.190
H 3.697 -0.598 -2.553
H 3.083 -2.270 -2.555
H 3.546 -1.500 -1.021
H -0.204 -0.561 -4.137
H 1.521 -0.793 -4.394
H 3.043 1.008 -4.634
H 3.471 3.367 -5.186
H 1.589 4.993 -5.160
H -0.679 4.217 -4.609
H -1.809 0.816 -4.364
H -2.227 2.524 -4.347
H -4.232 2.937 -2.675
H -4.596 2.095 -1.146
H -4.502 1.173 -2.647
H -2.177 4.419 -2.002
H -0.471 3.973 -1.783
H -1.567 3.975 -0.387
N -1.897 -2.345 -1.143
N -3.183 -2.882 -1.162
C -4.237 -2.196 -0.634
N -5.407 -2.837 -0.777
S -4.136 -0.718 0.141
H -1.649 -1.976 -2.057
H -1.231 -3.072 -0.899
H -3.349 -3.674 -1.766
H -5.503 -3.690 -1.300
H -6.238 -2.385 -0.435
C 0.499 -4.190 2.178
C 0.780 -3.092 1.154
C 2.023 -2.288 1.472
C 3.244 -2.947 1.397
C 4.434 -2.288 1.659
C 4.404 -0.942 1.973
C 3.206 -0.237 2.065
C 3.296 1.254 2.324
C 3.713 1.604 3.752
C 2.004 -0.933 1.848
N 0.753 -0.240 1.884
C 0.461 0.501 2.909
C -0.695 1.343 2.997
C -1.034 2.193 4.049
C -2.225 2.822 3.686
C -2.556 2.320 2.427
N -1.653 1.425 1.984
H -0.395 -4.761 1.919
H 0.345 -3.765 3.172
H 1.333 -4.888 2.240
H -0.095 -2.442 1.124
H 0.906 -3.530 0.157
H 3.259 -3.993 1.114
H 5.379 -2.812 1.588
H 5.332 -0.406 2.136
H 2.361 1.755 2.075
H 4.041 1.659 1.634
H 3.015 1.204 4.490
H 3.766 2.685 3.888
H 4.695 1.190 3.987
H 1.093 0.487 3.798
H -0.463 2.338 4.955
H -2.780 3.551 4.253
H -3.426 2.565 1.833
S -3.200 -3.881 3.729
C -2.423 -2.653 4.616
C -1.878 -1.752 3.765
N -2.065 -2.018 2.421
C -2.759 -3.116 2.285
H -2.413 -2.641 5.693
H -1.356 -0.858 4.065
H -3.033 -3.530 1.326

Computed properties:
2S+1: 1
Lowest unoccupied orbital energy (eV): -2.48
Energy above the lowest of the compared OMol25 structures with the same formula, charge and spin (kJ/mol): 0.0
Total charge: +1

Here are the Löwdin charges for atoms 1 to 2, given in e: Ca 0.86; C -0.27

=====

Record 6
Below is C25H42N4OPtSSi as an isolated structure, with properties calculated with the ωB97M-V functional and the def2-TZVPD basis.

CARTESIAN COORDINATES (ANGSTROEM)
Pt 0.440 -1.304 -0.088
C -3.732 -5.777 3.093
Si -3.551 -3.919 2.902
C -4.200 -3.065 4.441
C -4.548 -3.370 1.424
C -1.693 -3.564 2.830
C -0.928 -4.066 3.880
C 0.443 -3.864 3.953
C 1.037 -3.141 2.937
N 0.340 -2.645 1.920
C -0.991 -2.838 1.853
S -1.669 -2.066 0.438
H -4.783 -6.051 3.212
H -3.190 -6.159 3.961
H -3.349 -6.293 2.210
H -5.260 -3.286 4.591
H -4.092 -1.982 4.354
H -3.662 -3.382 5.336
H -5.586 -3.680 1.579
H -4.188 -3.821 0.499
H -4.526 -2.288 1.294
H -1.414 -4.632 4.669
H 1.033 -4.255 4.769
H 2.103 -2.944 2.930
C 0.777 3.171 -0.010
N -0.473 3.735 -0.499
C -0.912 5.015 0.020
C -1.349 2.847 -1.072
O -1.199 1.638 -0.973
N -2.402 3.414 -1.761
C -3.562 2.591 -2.026
C -2.205 4.542 -2.642
H 1.339 3.958 0.490
H 1.373 2.792 -0.839
H 0.593 2.347 0.683
H -0.509 5.152 1.025
H -1.999 5.032 0.090
H -0.595 5.866 -0.588
H -3.561 1.742 -1.349
H -3.564 2.210 -3.054
H -4.471 3.179 -1.880
H -1.158 4.838 -2.640
H -2.822 5.404 -2.372
H -2.459 4.251 -3.667
C 4.080 3.300 -3.162
C 3.026 2.254 -2.908
C 1.866 2.217 -3.672
C 0.901 1.240 -3.443
C -0.372 1.191 -4.240
C 1.117 0.319 -2.437
C 2.254 0.342 -1.607
C 3.218 1.327 -1.892
N 2.243 -0.575 -0.554
C 3.389 -0.957 0.320
C 3.102 -0.417 1.726
C 3.415 -2.492 0.311
C 4.806 -0.515 -0.064
H 3.774 3.984 -3.953
H 5.024 2.840 -3.462
H 4.275 3.890 -2.264
H 1.715 2.948 -4.459
H -0.384 1.955 -5.017
H -1.225 1.342 -3.575
H -0.501 0.217 -4.716
H 0.356 -0.442 -2.267
H 4.112 1.429 -1.310
H 2.113 -0.713 2.069
H 3.150 0.674 1.726
H 3.852 -0.792 2.427
H 2.453 -2.911 0.598
H 4.186 -2.855 0.995
H 3.646 -2.851 -0.693
H 4.991 0.537 0.138
H 5.044 -0.742 -1.104
H 5.498 -1.077 0.564

Computed properties:
2S+1: 3
Lowest unoccupied orbital energy (spin up / spin down) (eV): 0.70 / -1.09
Energy above the lowest of the compared OMol25 structures with the same formula, charge and spin (kJ/mol): 52.4
Expectation value of S²: 2.0214

Here are the Löwdin charges for atoms 1 to 2, given in e: Pt 0.77; C -0.18

=====

Record 7
Below is C10H12N2O2 in the gas phase at a distorted geometry, with properties calculated with the ωB97M-V functional and the def2-TZVPD basis.

CARTESIAN COORDINATES (ANGSTROEM)
C -1.057 2.363 -1.929
C -0.673 1.230 -2.519
C -0.697 0.969 1.549
C -0.097 -0.194 1.828
C 0.234 -0.726 0.529
C 1.813 -2.416 1.069
C -0.879 2.432 -0.437
C -0.214 0.109 -1.775
C 0.168 -0.842 3.125
C 0.421 -1.113 -2.486
N -0.866 1.153 0.248
N -0.142 0.155 -0.434
O 0.796 -1.949 0.196
O 2.474 -1.781 1.851
H -1.713 3.024 -2.511
H -0.785 1.094 -3.606
H -1.086 1.524 2.340
H 1.743 -3.526 1.007
H 0.091 2.867 -0.274
H -1.742 3.126 -0.091
H -0.217 -0.280 4.036
H 1.249 -0.717 3.285
H -0.118 -2.005 3.174
H 0.787 -0.901 -3.507
H -0.438 -1.760 -2.764
H 0.950 -1.835 -1.904

Computed properties:
2S+1: 1
Lowest unoccupied orbital energy (spin up / spin down) (eV): 0.70 / 0.70
Energy above the lowest of the compared OMol25 structures with the same formula, charge and spin (kJ/mol): 440.8

Here are the Löwdin charges for atoms 1 to 2, given in e: C -0.13; C -0.11

=====

Look up the 2S+1 of the first one.
2

=====

What is the 2S+1 in the second record?
1